Record 1
43
Properties=species:S:1:pos:R:3:lowdin_charge:R:1 method="wB97M-V/def2-TZVPD" max_force_ev_per_a=4.8 e_homo_ev=-7.852 relative_energy_ev=2.0782 e_lumo_ev=-0.59 homo_lumo_gap_ev=7.3 spin_multiplicity=1
H 1.23155 -7.16002 -6.35588 0.102
H 2.57951 1.20268 -1.82927 0.062
C -4.97658 2.51148 5.58963 -0.115
H 1.46907 -4.87537 -2.72161 0.112
H 1.77791 2.79465 -1.34825 0.088
H -5.68864 2.67030 6.38991 0.100
H 2.58767 1.70250 -0.22984 0.075
C -1.15596 2.71609 3.06434 -0.003
C 1.97566 1.74280 -1.11902 0.005
C 1.15341 -6.21576 -5.85820 -0.117
H -4.41683 0.08300 3.27746 0.093
C 1.01942 -5.11844 -6.63357 -0.050
C -3.20750 1.79299 3.61999 -0.177
N -0.03742 1.52400 0.48910 0.117
C 1.00039 -3.76655 -4.59839 -0.265
C -2.99458 3.01831 4.37762 -0.139
C -1.08350 0.67302 0.74441 -0.182
N -2.06195 1.62777 2.84813 -0.030
S 0.11447 -2.43451 -2.24185 1.146
H 0.96038 -2.96646 -6.42029 0.091
O -1.47249 -1.49936 -0.15072 0.069
H 1.22272 -7.04218 -3.86889 0.104
C 0.60286 1.20501 -0.67361 -0.173
N 1.42522 -1.26547 -4.16471 0.031
N -0.03521 -0.00198 -1.11985 0.042
C 1.24403 -6.14167 -4.48236 -0.055
C -3.88626 3.31997 5.45401 -0.038
C 0.98533 -3.87970 -5.94657 -0.020
H 0.92515 -5.24616 -7.67430 0.096
H -0.28942 2.76050 2.52946 0.068
H -5.93989 0.76146 5.11991 0.073
C -5.14204 1.34471 4.83199 -0.065
C 1.30522 -4.86748 -3.82368 -0.048
C 0.43090 -0.72347 -2.24811 -0.559
C -1.77064 3.64241 3.87939 0.005
C -4.27512 0.99309 3.77862 -0.012
H -3.68591 4.32159 5.97700 0.137
N 1.09965 -0.27792 -3.23176 0.014
H -1.40788 4.60439 4.13506 0.091
H -2.57646 -0.19312 2.08991 0.157
C -1.79816 0.63555 1.92235 0.061
C 0.97117 -2.50544 -3.78730 -0.458
C -1.04697 -0.40329 -0.28858 -0.432

***

Record 2
47
Properties=species:S:1:pos:R:3:lowdin_spin:R:1 method="wB97M-V/def2-TZVPD" charge=+3 max_force_ev_per_a=0.4 e_homo_ev="-17.318 / -17.318" relative_energy_ev=0.9063 e_lumo_ev="-11.22 / -13.29" homo_lumo_gap_ev="6.1 / 4.0" spin_multiplicity=4
H 5.46151 -0.22623 0.17492 0.002
C -3.27115 4.41221 -0.61649 -0.017
C -0.61789 -2.48017 0.56167 0.024
C 3.94519 2.41455 -1.31573 0.070
C 0.39298 -6.05649 0.90120 0.000
H -2.52784 4.90718 -1.22479 -0.002
O -1.62025 -2.24222 1.15696 0.018
N -3.61322 1.30279 1.32440 0.060
C 3.35369 0.16701 0.15324 0.040
C 4.68712 0.44605 -0.16969 0.057
C -3.96506 2.51519 0.77601 0.080
H 6.00865 1.80476 -1.17384 -0.001
C -1.73107 2.50516 -0.17315 -0.016
C 1.38453 -3.70076 -0.20987 0.001
C 2.64771 2.07991 -0.97767 0.008
H 1.52230 3.84585 -1.74949 0.003
N -1.48379 1.27947 0.40839 0.039
C 2.11160 -4.86607 -0.25065 0.000
H 4.14598 3.31658 -1.87986 0.002
H 2.24042 -6.94904 0.20613 0.000
H -6.43390 4.77096 0.55112 0.002
O 4.05085 -5.83923 -1.00864 0.000
H 0.00758 -6.97246 1.32611 0.000
N 2.35527 0.94830 -0.25079 0.024
H 3.09259 -0.70671 0.73899 0.003
H -4.75633 5.91868 -0.84532 0.002
C -5.46908 4.30220 0.40072 0.066
Tc 0.36347 0.35717 -0.11417 1.744
O 3.87213 -3.69190 -1.15455 0.000
C 0.14935 -3.70997 0.42676 0.003
N -0.73471 3.10172 -0.85127 0.359
C -2.43648 0.72134 1.13947 -0.013
C 1.49748 2.87930 -1.25654 0.160
H -1.30809 -4.88550 1.49166 0.000
H -4.29176 0.81104 1.90193 0.001
C -2.97254 3.16384 -0.02863 0.108
C 1.63735 -6.05394 0.27790 0.001
C -0.34829 -4.88945 0.99253 0.001
H 1.80509 -2.82136 -0.67033 0.000
H -5.95662 2.59150 1.60300 -0.001
N 0.37291 2.36696 -0.80034 0.032
N 3.45599 -4.80524 -0.86976 0.000
H -2.26852 -0.26297 1.56972 0.001
C 4.98507 1.56897 -0.91237 0.002
O -0.02646 -1.38873 -0.16766 0.082
C -4.50236 4.96445 -0.40307 0.059
C -5.21140 3.08531 0.99180 -0.003

***

Record 3
81
Properties=species:S:1:pos:R:3:lowdin_charge:R:1 method="wB97M-V/def2-TZVPD" max_force_ev_per_a=4.1 e_homo_ev=-9.774 e_lumo_ev=0.43 homo_lumo_gap_ev=10.2 spin_multiplicity=1
C -2.29788 3.35040 2.02053 -0.462
F -4.24909 2.10458 2.72837 0.113
O -1.02804 2.63493 -1.28298 -0.368
F 3.96101 2.56769 1.33299 0.113
C 5.38656 -4.33831 -0.13170 -0.436
S -1.30606 2.10508 -2.61778 0.526
F 2.16670 -2.02992 -2.28848 0.145
C 4.17764 -5.27456 -0.06672 -0.051
H 1.83499 1.51154 -1.85217 0.138
F 2.47605 0.08825 1.03807 0.136
F 0.82576 -4.31157 2.11119 0.109
H 4.39282 -6.18182 0.49778 0.149
C -2.36251 -1.55675 2.45489 -0.535
C 1.83058 -4.89425 0.09113 -0.515
F 6.00871 -4.17436 1.02236 0.147
C 1.14969 -1.19601 -2.52102 -0.490
F -1.75649 2.16455 1.70994 0.088
O -1.72921 0.70602 -2.49579 -0.383
F -6.46181 -1.27641 -1.00006 0.157
Ag -0.89800 0.54256 -0.27666 0.853
F 1.59326 -6.22408 0.21279 0.153
F 3.87341 2.57815 -0.81148 0.105
O 3.12279 -4.60934 0.64357 0.024
F 0.01195 -2.80407 -3.86917 0.143
F 0.89802 6.21157 2.21115 0.160
H 3.98023 -5.61583 -1.08293 0.147
H 3.05405 0.22967 -1.61646 0.144
H 4.87517 -3.14553 -1.86566 0.165
H -0.20073 -4.27000 0.38124 0.162
F 2.26136 6.36378 -0.28855 0.110
F -2.08643 -2.74855 1.83774 0.125
H -0.42231 -1.52346 3.49018 0.177
C 0.78240 -4.04332 0.79377 -0.295
F 6.28691 -2.17143 -0.85091 0.125
H -4.08249 4.08044 2.89513 0.171
C -4.11957 -1.04150 -0.62822 -0.455
H -0.90086 4.04118 3.47249 0.146
C 0.50241 5.53065 1.13195 -0.538
F -3.13908 -1.94051 3.40985 0.211
F 4.18800 -2.18252 -0.38437 0.092
C 2.11090 0.64111 -1.25691 -0.018
H -4.37433 -2.25814 1.18240 0.137
C 5.19335 -2.92145 -0.84750 -0.325
F -2.72333 3.78971 0.83192 0.130
C -1.07703 -0.83859 2.95130 -0.246
H -5.19249 -1.80068 -2.29335 0.177
O -0.22063 2.26092 -3.58993 -0.303
C 3.67541 1.79046 0.26291 -0.329
F 1.76259 -4.56303 -1.19124 0.157
F 6.34186 -4.99019 -0.85571 0.092
F 1.00080 -2.71089 0.61406 0.089
H -1.66216 5.34514 2.45912 0.151
C -2.78054 3.16134 -3.33871 -0.594
C 2.38513 1.12309 0.18720 -0.546
F 1.45090 1.89456 0.62370 0.166
H 2.41872 4.73816 0.89183 0.162
F -3.77979 3.25458 -2.45375 0.120
H -0.91666 -1.39895 -2.95590 0.139
C -3.49075 3.17111 3.00032 -0.323
H 4.45064 1.02659 0.20265 0.176
C -4.24375 -1.20096 0.95127 0.011
F -5.32267 -3.05943 -0.70471 0.093
O -3.00290 -0.67835 1.53876 -0.015
F 1.41901 -0.45754 -3.57204 0.201
O 1.00004 -0.30587 -1.35762 -0.072
F -4.14844 0.19211 -1.13696 0.137
F -2.93385 -1.54489 -1.03727 0.103
F -0.43702 -2.98122 -1.74761 0.067
F -1.31411 0.24987 3.72951 0.106
C -0.10447 -2.10190 -2.77066 -0.283
F -2.39888 4.42981 -3.63503 0.121
F -0.39319 6.27018 0.46722 0.167
F -0.29432 -0.44960 1.90968 0.040
C -1.23788 4.34132 2.48031 -0.016
F -3.15150 3.06582 4.28351 0.110
C 1.69468 5.26479 0.27012 -0.312
F -3.28611 2.55474 -4.42010 0.128
O -0.09289 4.33352 1.57763 0.015
F 1.47325 4.46654 -0.77506 0.115
C -5.30162 -1.80142 -1.20882 -0.374
H -5.09555 -0.55953 1.17731 0.146

***

Record 4
44
Properties=species:S:1:pos:R:3:lowdin_spin:R:1 method="wB97M-V/def2-TZVPD" charge=+1 max_force_ev_per_a=5.1 e_homo_ev="-11.211 / -11.221" e_lumo_ev="-3.35 / -3.31" homo_lumo_gap_ev="7.9 / 7.9" spin_multiplicity=5
Cl -0.35962 -2.79446 -0.32976 -0.002
H 0.71852 4.86660 0.12533 0.000
H -1.55131 -3.10810 -2.36969 0.000
C 0.35491 3.62903 -1.59118 -0.001
H 3.82564 2.60483 -5.13064 0.000
C 2.58142 0.21279 -2.38231 0.000
C 2.83574 1.71130 1.18133 -0.001
C -1.50131 -2.32793 -1.60874 0.001
C -1.34995 -0.39963 1.90888 -0.002
H 2.23171 -0.48700 -1.60599 0.000
Cl -0.87977 -0.83671 -2.32217 -0.003
H 4.53923 0.24803 -5.12714 0.000
H -2.47253 -2.12175 -1.15500 0.000
C 2.48679 2.64464 0.17613 0.000
C -0.48603 5.85814 -1.34720 0.000
H 4.15946 1.30087 2.82159 0.000
C 3.89418 1.99615 2.04064 0.000
S -0.92395 -1.00268 3.31121 -0.002
H 2.99820 4.47786 -0.80081 0.000
C 0.24146 4.79449 -0.84130 -0.001
C 2.64803 2.41506 -3.35887 0.000
P 1.15397 2.13568 -0.96805 -0.006
C -1.10115 5.75873 -2.58507 -0.001
C 4.59956 3.17600 1.88611 0.000
C 4.28489 4.07150 0.87227 0.000
O 2.08184 -0.55695 0.81105 0.001
N -1.63201 -0.00665 0.81739 -0.005
H -0.57541 6.76834 -0.77469 0.000
C 3.24448 3.79585 0.00127 0.000
C 3.44918 -0.24584 -3.35734 0.000
C 3.47973 1.93832 -4.35644 0.000
H 3.79658 -1.26715 -3.33638 0.000
H 4.85523 4.98020 0.75533 0.000
C 3.88581 0.61431 -4.35263 0.000
C 1.89462 0.59719 1.23871 -0.006
C -1.01578 4.58269 -3.31693 0.000
Ho 0.29120 -0.26748 -0.00105 4.031
H -1.66482 6.59282 -2.97308 0.000
C 2.18753 1.55264 -2.36810 0.000
H -0.25018 2.57389 -3.35736 0.000
H 2.34330 3.45132 -3.34806 0.000
H -1.50153 4.50540 -4.27770 0.000
H 5.41013 3.39331 2.56391 0.000
C -0.30840 3.51011 -2.81266 -0.001